Here is a molecular structure, C42H55MnN3O4S from the OMol25 dataset. Energies are from the ωB97M-V functional and the def2-TZVPD basis.

<S²> = 8.7543
Relative energy (zero: lowest compared OMol25 entry of this formula, charge and spin) = 5.7 kcal per mole
Kohn-Sham gap (alpha / beta) = 6.892 / 7.274 eV
Total energy = -3647.92419 a.u.
Spin multiplicity = 6
E_HOMO (alpha / beta) = -6.51 / -6.89 eV
LUMO energy (alpha / beta) = 0.38 / 0.38 eV

Each line ends with the Löwdin charge.
Positions of all 106 atoms, in Å:
Mn 0.389 0.700 -0.620  0.96
C -1.016 1.631 1.205  -0.09
C 0.124 2.451 1.435  -0.15
C 0.235 3.335 0.308  -0.14
C -0.833 3.001 -0.569  -0.10
C -1.635 1.977 -0.011  -0.28
C -3.077 1.654 -0.372  -0.55
C -3.959 2.734 0.275  -0.04
C -3.485 0.294 0.193  -0.05
C -3.313 1.671 -1.885  -0.05
C 1.112 4.570 0.030  -0.51
C 0.592 5.319 -1.208  -0.08
C 1.041 5.575 1.188  -0.05
C 2.580 4.234 -0.279  -0.06
C 0.808 2.381 2.808  -0.51
C 0.586 0.989 3.435  -0.06
C 0.155 3.395 3.763  -0.04
C 2.325 2.613 2.779  -0.04
H -1.439 0.950 1.927  0.10
H -1.123 3.581 -1.436  0.09
H -3.806 2.749 1.356  0.09
H -5.019 2.541 0.075  0.08
H -3.705 3.723 -0.116  0.08
H -3.515 0.324 1.286  0.08
H -2.776 -0.472 -0.105  0.05
H -4.481 0.013 -0.161  0.09
H -3.086 2.654 -2.308  0.08
H -4.361 1.450 -2.105  0.08
H -2.688 0.925 -2.379  0.06
H -0.447 5.632 -1.081  0.09
H 0.672 4.709 -2.113  0.08
H 1.194 6.217 -1.362  0.08
H 0.001 5.753 1.473  0.09
H 1.478 6.530 0.880  0.08
H 1.585 5.236 2.066  0.05
H 2.634 3.505 -1.084  0.06
H 3.096 3.811 0.582  0.06
H 3.114 5.141 -0.583  0.09
H -0.434 0.878 3.813  0.08
H 1.261 0.852 4.283  0.09
H 0.774 0.192 2.718  0.05
H -0.925 3.231 3.800  0.09
H 0.325 4.425 3.453  0.06
H 0.557 3.269 4.774  0.09
H 2.797 1.937 2.064  0.07
H 2.747 2.409 3.767  0.09
H 2.586 3.636 2.519  0.05
O -0.259 1.211 -2.913  -0.10
C 0.625 0.911 -3.976  -0.16
C 1.351 -0.371 -3.676  -0.25
C 2.085 -1.007 -4.670  -0.02
C 2.812 -2.136 -4.343  -0.05
C 2.776 -2.591 -3.032  -0.05
C 1.998 -1.906 -2.118  -0.14
N 1.288 -0.817 -2.429  0.09
H -0.408 2.161 -2.855  0.08
H 1.373 1.702 -4.099  0.14
H 0.075 0.812 -4.915  0.13
H 2.080 -0.616 -5.680  0.12
H 3.401 -2.647 -5.093  0.11
H 3.335 -3.464 -2.722  0.11
H 1.950 -2.227 -1.085  0.08
C 5.273 1.554 -0.725  -0.01
N 4.446 0.679 0.095  -0.05
C 4.958 -0.060 1.127  -0.06
C 4.184 -0.866 1.865  0.01
C 2.757 -0.960 1.571  -0.52
O 2.020 -1.690 2.235  -0.03
N 2.278 -0.160 0.556  0.14
C 3.091 0.613 -0.174  -0.55
O 2.639 1.296 -1.116  -0.04
H 6.314 1.422 -0.440  0.09
H 4.983 2.595 -0.587  0.08
H 5.149 1.306 -1.778  0.09
H 6.019 0.058 1.305  0.12
H 4.587 -1.439 2.687  0.11
O -0.574 -1.325 -0.211  -0.57
S -0.266 -2.718 0.266  0.98
C -0.881 -3.882 -1.047  -0.24
C -2.271 -3.697 -1.561  -0.27
C -2.591 -2.612 -2.374  -0.04
C -3.882 -2.452 -2.854  -0.07
C -4.870 -3.371 -2.531  -0.09
C -4.557 -4.463 -1.734  -0.08
C -3.265 -4.626 -1.255  -0.05
C -1.505 -2.993 1.566  -0.25
C -1.379 -4.370 2.159  -0.28
C -0.146 -4.803 2.655  -0.04
C -0.011 -6.087 3.163  -0.07
C -1.100 -6.950 3.187  -0.09
C -2.330 -6.516 2.716  -0.08
C -2.469 -5.233 2.204  -0.06
H -0.729 -4.871 -0.611  0.10
H -0.148 -3.728 -1.840  0.08
H -1.819 -1.895 -2.630  0.11
H -4.119 -1.601 -3.482  0.10
H -5.878 -3.242 -2.905  0.10
H -5.317 -5.196 -1.490  0.10
H -3.015 -5.489 -0.649  0.11
H -2.483 -2.792 1.128  0.10
H -1.254 -2.211 2.288  0.11
H 0.698 -4.120 2.641  0.11
H 0.948 -6.415 3.546  0.11
H -0.990 -7.953 3.578  0.10
H -3.187 -7.179 2.748  0.10
H -3.434 -4.895 1.842  0.11